33
Properties=species:S:1:pos:R:3:lowdin_spin:R:1 method="wB97M-V/def2-TZVPD" multiplicity=5 e_tot_ha=-613.67790 charge=0 largest_force_ev_per_a=2.747 gap_ev="6.06 / 8.01" e_homo_ev="-5.65 / -9.43" molar_mass_g_mol=367.521 relative_energy_kcal_mol=0.0
C 0.16 -1.29 -2.56 0.089
C -1.10 -1.15 -1.93 0.056
C -1.01 -1.63 -0.61 0.094
C 0.31 -2.21 -0.42 0.061
C 1.04 -1.96 -1.65 0.033
Os 0.79 -0.16 -0.50 0.732
C -1.44 2.04 -1.89 0.560
C -0.69 2.72 -2.74 0.700
C 0.51 3.09 -3.17 0.561
N 2.24 -0.02 0.26 0.459
H -1.81 -1.61 0.12 0.002
H -2.01 -0.73 -2.37 0.004
H 0.64 -2.71 0.48 0.007
H 2.05 -2.32 -1.86 0.002
H 0.36 -1.00 -3.59 0.002
H -2.23 1.44 -2.29 0.047
H 1.64 0.55 -1.78 0.189
H -1.32 2.13 -0.84 0.058
H 0.78 3.53 -4.17 0.048
H 1.39 2.87 -2.53 0.073
C 1.31 -0.69 2.72 0.011
C -0.16 -0.47 2.35 0.023
C -0.89 0.11 3.55 0.008
C -0.38 0.46 1.12 0.144
H 1.77 0.28 2.98 0.000
H 1.92 -1.13 1.92 0.003
H 1.41 -1.43 3.52 0.001
H -0.60 -1.45 2.09 0.001
H -0.44 1.07 3.83 0.000
H -1.96 0.24 3.36 0.000
H -0.78 -0.58 4.39 0.001
H -1.46 0.51 0.89 0.006
H -0.04 1.49 1.32 0.025